Record 1
Entry from the OMol25 dataset: C3H10N4 in the gas phase at a distorted geometry (ωB97M-V/def2-TZVPD).

- Highest occupied orbital energy: -0.331 Ha
- SMILES string: [H]/N=C(\NC)C(N)N

Each line ends with the Mulliken charge.
Cartesian coordinates (Å):
H -0.1720 1.5164 0.0036  0.356
H -1.6318 -1.6850 -0.4943  0.227
H -2.7434 0.0405 0.8404  0.326
H 1.6030 1.1826 -0.1757  0.519
N 1.6508 -0.4540 1.1059  -0.728
H 1.8632 -0.1344 -2.0701  0.258
H 2.6641 -0.5557 1.0961  0.286
H 1.5357 -1.4941 -1.2905  0.296
C -0.3912 -0.2237 -0.3345  0.270
N -0.7547 -1.3231 -0.8680  -0.615
N -1.0767 0.9294 -0.1911  -0.212
H -1.9278 1.3969 1.6549  0.272
H -2.9767 1.6797 0.2527  0.250
C -2.2392 0.9976 0.6862  -0.759
C 1.2815 0.1333 -0.1588  -0.216
N 2.0132 -0.5956 -1.1744  -0.784
H 1.3020 -1.4108 1.1177  0.255

=====

Record 2
Entry from the OMol25 dataset: C6H10O in the gas phase (ωB97M-V/def2-TZVPD).

- Highest occupied orbital energy: -0.369 Ha
- SMILES string: C[C@H]1C[C@]2(CO2)C1

Each line ends with the Mulliken charge.
Cartesian coordinates (Å):
C 1.1562 0.0017 0.1698  0.760
H 2.8764 -0.4469 -1.1380  0.233
H 0.1878 2.0372 0.2486  0.310
H 2.8457 1.2793 -0.4896  0.239
H 0.3416 -1.6201 -1.1649  0.314
H -0.0923 -1.7229 0.5682  0.237
C -0.8983 0.1096 -0.3327  0.541
C 0.1381 -1.0409 -0.2593  -0.837
C 0.0523 0.9879 0.5274  -0.839
H -0.9484 0.5123 -1.3508  0.252
C 2.4664 0.2598 -0.4153  -0.440
H -2.2569 -0.5169 1.2305  0.350
H -2.7520 -1.0031 -0.3987  0.348
H -0.1947 0.9278 1.5937  0.234
O 2.3236 -0.2471 0.9123  -0.550
C -2.2925 -0.1944 0.1827  -1.514
H -2.9533 0.6766 0.1162  0.362

=====

Record 3
Entry from the OMol25 dataset: a molecular structure, C10H23AlO5PS at a distorted geometry (ωB97M-V/def2-TZVPD).

- Highest occupied orbital energy: -0.171 Ha
- Total charge: -1

Each line ends with the Mulliken charge.
Cartesian coordinates (Å):
C 3.6225 -0.6140 3.3013  -0.120
H 2.9832 1.8561 -0.6194  0.345
O 0.9430 2.1901 2.3482  -0.788
O 0.2437 -0.0911 2.0480  -0.304
C -1.0849 0.4290 2.1687  -0.423
C -1.6787 -0.7824 -3.2542  -0.540
C -6.7190 -2.4269 -2.1041  0.426
H 4.9992 0.8548 0.4776  0.257
H -1.7597 -0.0799 -4.1031  0.269
H 3.8247 -1.6236 3.6644  0.327
O -1.8705 -0.0603 -2.0262  -0.423
C -2.7351 -1.8837 -3.4650  -0.700
H 4.2369 -0.4813 2.4085  0.170
Al -4.5204 -1.2199 -4.1682  0.096
H -2.3202 -2.6042 -4.1953  0.305
H -1.2664 0.6854 -2.0926  0.252
H -3.6573 -2.7961 -6.5125  0.028
C -5.9562 -1.8673 -2.8635  -0.986
H 2.6720 2.8151 0.8195  0.306
C 4.5648 1.7945 0.8236  -1.044
H -2.5399 1.4606 0.9554  0.405
C 3.0911 1.8715 0.4673  -0.271
H 5.1150 2.6187 0.3662  0.405
C -1.5789 0.9568 0.8366  -0.941
H -0.8714 1.6578 0.3894  0.227
H 4.7063 1.8499 1.9061  0.199
H 5.0525 0.3482 4.5956  0.357
H -4.6156 0.3617 -4.3614  -0.236
H -1.7241 -0.3947 2.4920  0.373
H 3.4394 0.1641 5.3033  0.320
H 3.7227 1.4064 4.0873  0.348
H -2.9289 -2.4682 -2.5474  0.329
H -0.6809 -1.2676 -3.2257  0.260
P 1.5469 0.8207 2.3996  1.109
H -1.7025 0.1417 0.1274  0.303
S -4.8526 -2.2131 -6.2343  -0.461
H -7.1659 -3.1583 -1.4593  0.361
O 2.3711 0.7517 0.9655  -0.360
O 2.2456 -0.5776 2.9514  -0.392
H -1.1345 1.1917 2.9465  0.338
C 3.9831 0.3839 4.3830  -1.126

=====

The calculation returns the following E_LUMO values, one per record and in order: 0.032 0.038 0.055 Eh.
The calculation returns the following frontier orbital gap values, one per record and in order: 9.87 11.08 6.15 eV.